No. 1
{
  "formula": "C27H18Cl3N4O6Ru",
  "method": "wB97M-V/def2-TZVPD",
  "homo_energy_ev": [0.638, 0.315],
  "total_charge": -2,
  "e_above_lowest_ev": 0.000,
  "multiplicity": 2,
  "max_force_ev_per_a": 4.7,
  "species": ["Ru", "Cl", "C", "C", "C", "N", "C", "O", "C", "C", "C", "C", "C", "N", "C", "C", "C", "Cl", "N", "C", "O", "C", "C", "C", "C", "C", "N", "H", "H", "H", "H", "H", "H", "H", "H", "H", "H", "O", "C", "C", "C", "C", "Cl", "C", "C", "C", "O", "C", "C", "O", "O", "H", "H", "H", "H", "H", "H", "H", "H"],
  "positions_angstrom": [[-1.8502, -0.2629, 0.6507], [-5.0858, 0.0361, -5.5914], [-4.4028, -0.5936, -4.1251], [-3.8127, 0.3004, -3.2329], [-3.2276, -0.1369, -2.0280], [-2.6067, 0.5631, -1.0477], [-2.4411, 1.8934, -1.2255], [-2.7158, 2.6404, -2.1759], [-1.8090, 2.5869, -0.0759], [-1.6318, 3.9709, -0.0895], [-1.0202, 4.5855, 1.0008], [-0.6049, 3.7999, 2.0682], [-0.8252, 2.4339, 1.9936], [-1.4145, 1.8236, 0.9515], [-3.2528, -1.4896, -1.7191], [-3.8635, -2.3853, -2.6193], [-4.4284, -1.9467, -3.8159], [-5.1459, -3.1254, -4.8689], [-2.6489, -1.7166, -0.5274], [-2.5298, -2.9977, -0.1105], [-2.8354, -4.0722, -0.6460], [-1.9145, -3.1454, 1.2318], [-1.7863, -4.4037, 1.8212], [-1.1889, -4.5056, 3.0757], [-0.7383, -3.3500, 3.7003], [-0.9108, -2.1447, 3.0388], [-1.4859, -2.0265, 1.8300], [-3.8145, 1.3502, -3.4934], [-1.9688, 4.5454, -0.9444], [-0.8729, 5.6589, 1.0069], [-0.1229, 4.2334, 2.9342], [-0.5258, 1.7623, 2.7906], [-3.9052, -3.4432, -2.3981], [-2.1495, -5.2799, 1.2971], [-1.0795, -5.4746, 3.5478], [-0.2656, -3.3815, 4.6727], [-0.5821, -1.2048, 3.4683], [-2.9327, -0.3009, 2.0020], [4.1985, 1.9840, -2.3115], [4.7664, 1.1471, -1.1986], [6.0601, 0.6142, -1.3129], [6.5816, -0.1793, -0.2940], [8.1724, -0.8227, -0.4406], [5.8224, -0.4584, 0.8371], [4.5326, 0.0685, 0.9581], [4.0012, 0.8826, -0.0454], [2.7632, 1.4646, -0.0199], [1.9654, 1.3573, 1.1734], [1.1140, 0.0737, 1.1778], [1.4733, -0.8036, 2.0193], [0.1199, 0.0684, 0.3948], [4.9112, 2.0926, -3.1357], [3.9560, 2.9875, -1.9477], [3.2955, 1.5139, -2.7151], [6.6548, 0.8148, -2.1993], [6.2130, -1.0919, 1.6278], [3.9558, -0.1944, 1.8409], [1.2749, 2.2087, 1.1610], [2.5649, 1.4760, 2.0832]],
  "lowdin_charge": [1.26, 0.60, -0.71, -0.04, -0.21, 0.00, -0.44, -0.01, -0.17, 0.00, -0.09, -0.09, -0.14, 0.00, -0.21, -0.04, -0.71, 0.60, -0.01, -0.44, -0.01, -0.18, -0.01, -0.09, -0.08, -0.12, -0.02, 0.08, 0.11, 0.09, 0.09, 0.12, 0.08, 0.10, 0.09, 0.09, 0.10, -0.68, -0.04, -0.19, -0.08, -0.71, 0.62, -0.11, 0.01, -0.21, -0.02, -0.09, -0.61, -0.05, -0.18, 0.07, 0.08, 0.09, 0.10, 0.10, 0.10, 0.10, 0.12]
}

No. 2
{
  "formula": "C27H19HfN2O4P",
  "method": "wB97M-V/def2-TZVPD",
  "homo_energy_ev": -14.536,
  "total_charge": 2,
  "max_force_ev_per_a": 1.2,
  "species": ["Hf", "C", "C", "C", "C", "C", "C", "P", "C", "C", "C", "C", "C", "C", "C", "C", "C", "C", "C", "C", "C", "C", "C", "C", "H", "H", "H", "H", "H", "H", "H", "H", "H", "H", "H", "H", "H", "H", "H", "H", "O", "C", "O", "C", "C", "N", "N", "C", "C", "O", "O", "H", "H", "H"],
  "positions_angstrom": [[-0.7803, 1.3431, -0.7829], [5.1523, -2.2594, -2.1346], [4.6197, -2.2042, -0.8496], [3.3774, -1.6312, -0.6352], [2.6711, -1.1173, -1.7227], [3.2070, -1.1615, -3.0121], [4.4500, -1.7416, -3.2141], [1.0360, -0.4312, -1.5514], [1.0619, 0.1817, 0.2236], [1.5692, 1.4870, 0.4287], [1.6467, 2.0268, 1.7053], [1.1980, 1.2830, 2.7940], [0.6698, 0.0116, 2.6033], [0.5803, -0.5341, 1.3245], [-0.1644, -1.7841, -1.4987], [0.2814, -3.0821, -1.5451], [-0.6247, -4.1640, -1.6094], [-1.9628, -3.9157, -1.6514], [-2.4606, -2.5858, -1.6152], [-3.8536, -2.3392, -1.7171], [-4.3659, -1.0691, -1.7253], [-3.4895, 0.0184, -1.6007], [-2.1145, -0.1555, -1.4853], [-1.5709, -1.4946, -1.5209], [6.1255, -2.7054, -2.2922], [5.1769, -2.6071, -0.0146], [2.9730, -1.5967, 0.3688], [2.6630, -0.7519, -3.8551], [4.8707, -1.7812, -4.2099], [1.9909, 2.0376, -0.4119], [2.0708, 3.0132, 1.8498], [1.2683, 1.6986, 3.7922], [0.3432, -0.5717, 3.4560], [0.1976, -1.5379, 1.1721], [1.3437, -3.2918, -1.5586], [-0.2496, -5.1773, -1.6507], [-2.6690, -4.7338, -1.7315], [-4.5200, -3.1902, -1.8060], [-5.4308, -0.9069, -1.8246], [-3.9162, 1.0168, -1.5981], [-1.0680, 5.6823, 3.2065], [-1.2528, 4.4574, 3.6841], [-1.1103, 4.1774, 4.8389], [-1.6856, 3.3601, 2.7546], [-2.2279, 2.1844, 3.2645], [-2.3203, 1.3008, 2.2665], [-1.8818, 1.8100, 1.1127], [-1.5150, 3.0786, 1.4068], [-1.0762, 3.9547, 0.2780], [-0.8476, 5.1122, 0.4114], [-0.9673, 3.2744, -0.9088], [-1.1615, 5.6936, 2.2335], [-2.5417, 1.9490, 4.2708], [-2.7154, 0.3702, 2.2869]],
  "lowdin_charge": [1.72, -0.03, -0.04, -0.08, -0.40, -0.08, -0.04, 1.07, -0.51, -0.16, -0.02, -0.01, -0.03, -0.07, -0.34, -0.04, -0.03, 0.01, -0.15, 0.02, -0.04, -0.10, -0.28, -0.21, 0.12, 0.12, 0.11, 0.11, 0.12, 0.13, 0.14, 0.14, 0.13, 0.13, 0.11, 0.12, 0.13, 0.13, 0.12, 0.11, 0.18, -0.47, 0.16, -0.01, 0.07, 0.08, -0.02, -0.15, -0.46, 0.20, -0.17, 0.10, 0.17, 0.19]
}

No. 3
{
  "formula": "C27H19NO3",
  "method": "wB97M-V/def2-TZVPD",
  "homo_energy_ev": -7.380,
  "total_charge": 0,
  "e_above_lowest_ev": 6.896,
  "max_force_ev_per_a": 2.2,
  "species": ["C", "C", "O", "C", "C", "C", "C", "C", "C", "N", "O", "O", "H", "H", "H", "H", "H", "H", "C", "C", "C", "C", "C", "C", "C", "C", "C", "C", "C", "C", "C", "C", "C", "C", "C", "C", "C", "H", "H", "H", "H", "H", "H", "H", "H", "H", "H", "H", "H", "H"],
  "positions_angstrom": [[0.9179, -0.6439, -1.5031], [1.6592, -1.3050, -0.4621], [1.9631, -0.6581, 0.5624], [2.0905, -2.7181, -0.6774], [2.5614, -3.1646, -1.9216], [3.0737, -4.4611, -2.0585], [3.0214, -5.3455, -0.9717], [2.5212, -4.9159, 0.2639], [2.1073, -3.5908, 0.4207], [0.1088, -1.3096, -2.3793], [-0.7716, -0.6934, -3.0541], [0.2581, -2.5562, -2.5388], [0.8347, 0.4393, -1.4959], [2.5853, -2.4964, -2.7791], [3.4921, -4.7726, -3.0195], [3.3612, -6.3745, -1.0948], [2.4529, -5.6039, 1.1089], [1.7482, -3.2254, 1.3851], [-1.0115, 1.2729, 0.3202], [-2.2490, 1.1275, -0.4044], [-2.3097, 1.3131, -1.8045], [-3.5323, 1.3249, -2.4664], [-4.7254, 1.2164, -1.7418], [-4.6813, 0.9918, -0.3588], [-3.4587, 0.9245, 0.3003], [-0.7057, 0.6928, 1.6093], [0.4232, 1.3944, 2.1602], [0.8521, 1.1604, 3.4544], [0.1352, 0.2527, 4.2407], [-0.9512, -0.4587, 3.7002], [-1.3544, -0.2756, 2.3714], [0.8405, 2.3959, 1.1972], [-0.0465, 2.3149, 0.0641], [0.0130, 3.2703, -0.9470], [0.9579, 4.2923, -0.8378], [1.8331, 4.3636, 0.2605], [1.7864, 3.4030, 1.2814], [-1.3905, 1.4254, -2.3714], [-3.5460, 1.4341, -3.5513], [-5.6849, 1.2948, -2.2541], [-5.6049, 0.8695, 0.2077], [-3.4226, 0.7771, 1.3784], [1.7222, 1.6976, 3.8277], [0.4191, 0.0962, 5.2818], [-1.4870, -1.1748, 4.3240], [-2.1512, -0.8688, 1.9211], [-0.6666, 3.2110, -1.7918], [1.0148, 5.0399, -1.6270], [2.5447, 5.1880, 0.3279], [2.4515, 3.4289, 2.1428]],
  "lowdin_charge": [0.01, -0.35, 0.02, -0.16, -0.05, -0.07, -0.10, -0.09, -0.03, -0.38, -0.04, -0.03, 0.10, 0.12, 0.10, 0.10, 0.10, 0.11, 0.04, -0.13, -0.02, -0.04, -0.05, -0.06, -0.01, -0.11, -0.10, 0.01, -0.03, -0.05, 0.01, -0.09, -0.11, 0.02, -0.05, -0.04, 0.01, 0.10, 0.12, 0.11, 0.11, 0.11, 0.12, 0.11, 0.11, 0.12, 0.11, 0.11, 0.11, 0.12]
}